{"formula": "C33H49BN10O3PdS3", "method": "the ωB97M-V functional and the def2-TZVPD basis", "symbols": ["Pd", "C", "C", "C", "C", "N", "C", "C", "N", "B", "N", "C", "C", "N", "C", "S", "C", "C", "C", "C", "N", "C", "C", "N", "C", "S", "C", "C", "C", "C", "C", "S", "H", "H", "H", "H", "H", "H", "H", "H", "H", "H", "H", "H", "H", "H", "H", "H", "H", "H", "H", "H", "H", "H", "H", "H", "H", "H", "H", "H", "H", "H", "H", "H", "H", "H", "C", "C", "C", "C", "N", "C", "N", "N", "N", "H", "H", "H", "H", "H", "H", "H", "H", "H", "H", "O", "C", "C", "C", "C", "C", "C", "C", "O", "O", "H", "H", "H", "H", "H"], "xyz": [[-0.33, 0.05, 0.17], [6.28, -1.19, -0.05], [4.99, -0.40, -0.30], [5.35, 1.05, -0.60], [4.20, -1.06, -1.42], [4.16, -0.45, 0.97], [4.53, -1.08, 2.14], [3.52, -0.90, 3.03], [2.52, -0.19, 2.40], [1.18, 0.09, 3.17], [0.35, -1.20, 3.22], [-0.23, -1.67, 4.38], [-0.82, -2.84, 4.10], [-0.61, -3.11, 2.76], [0.09, -2.10, 2.23], [0.63, -1.89, 0.58], [-1.24, -4.36, 2.15], [-0.84, -4.58, 0.70], [-0.77, -5.55, 2.98], [-2.76, -4.17, 2.25], [0.25, 1.26, 2.60], [-1.03, 1.34, 3.11], [-1.51, 2.57, 2.88], [-0.54, 3.27, 2.18], [0.51, 2.45, 2.04], [2.00, 2.75, 1.11], [-0.74, 4.72, 1.75], [-0.07, 5.03, 0.43], [-2.25, 4.94, 1.59], [-0.19, 5.60, 2.87], [2.94, 0.06, 1.17], [2.01, 1.07, 0.04], [6.86, -1.16, -0.97], [6.08, -2.24, 0.17], [6.89, -0.75, 0.73], [6.07, 1.07, -1.42], [5.82, 1.52, 0.27], [4.49, 1.65, -0.91], [4.79, -1.03, -2.33], [3.26, -0.56, -1.63], [4.00, -2.11, -1.18], [5.47, -1.59, 2.25], [3.42, -1.23, 4.05], [1.49, 0.39, 4.29], [-0.15, -1.12, 5.30], [-1.37, -3.51, 4.73], [0.24, -4.70, 0.58], [-1.19, -3.80, 0.04], [-1.31, -5.52, 0.40], [0.32, -5.65, 2.94], [-1.20, -6.46, 2.58], [-1.07, -5.48, 4.03], [-3.05, -3.22, 1.79], [-3.11, -4.20, 3.28], [-3.25, -4.98, 1.71], [-1.50, 0.50, 3.58], [-2.46, 2.99, 3.12], [-0.29, 4.28, -0.33], [1.01, 5.15, 0.51], [-0.47, 5.98, 0.08], [-2.69, 4.25, 0.88], [-2.39, 5.96, 1.23], [-2.79, 4.88, 2.54], [0.87, 5.41, 3.04], [-0.72, 5.42, 3.81], [-0.31, 6.64, 2.60], [-4.67, 3.76, -3.40], [-5.39, 2.94, -2.33], [-5.52, 3.71, -1.02], [-4.75, 1.57, -2.13], [-3.33, 1.64, -1.75], [-2.22, 1.74, -2.51], [-1.18, 1.79, -1.72], [-1.69, 1.71, -0.47], [-2.98, 1.63, -0.47], [-5.24, 4.66, -3.62], [-4.55, 3.21, -4.33], [-3.68, 4.08, -3.06], [-6.40, 2.71, -2.69], [-4.56, 3.79, -0.50], [-6.22, 3.23, -0.34], [-5.87, 4.73, -1.21], [-4.79, 0.97, -3.03], [-5.22, 1.01, -1.32], [-2.22, 1.71, -3.58], [-4.92, -1.25, 0.45], [-4.68, -2.28, -0.42], [-5.70, -3.16, -0.78], [-5.46, -4.17, -1.69], [-4.21, -4.31, -2.27], [-3.20, -3.42, -1.93], [-3.42, -2.41, -0.99], [-2.27, -1.53, -0.64], [-1.42, -1.23, -1.50], [-2.16, -1.10, 0.56], [-5.81, -1.35, 0.80], [-6.69, -3.04, -0.34], [-6.26, -4.85, -1.95], [-4.02, -5.09, -2.99], [-2.22, -3.49, -2.38]], "total_charge": 2, "lumo_energy_ha": [-0.223, -0.223], "largest_force_ev_per_a": 1.65, "gap_ha": [0.242, 0.242], "energy_ev": -92712.42690}